No. 1
{"formula": "I2O6V3", "method": "ωB97M-V/def2-TZVPD", "charge": 1, "energy_ev": -105535.0714, "symbols": ["O", "V", "O", "O", "V", "O", "O", "V", "O", "I", "I"], "coordinates": [[-23.00813, -12.22113, -1.70041], [-24.12631, -12.84496, -2.65168], [-24.26728, -14.34961, -2.33752], [-25.28226, -17.08347, -3.03131], [-24.01512, -17.84022, -2.47005], [-24.44587, -18.95195, -1.46199], [-19.87424, -9.58298, 0.78763], [-19.90815, -9.19193, -0.72053], [-20.53873, -10.58964, -1.54469], [-26.22182, -11.23927, -3.25146], [-22.59557, -13.55694, -5.09206]], "forces_ev_per_a": [[-0.73, -0.16, -0.29], [1.55, 2.63, -2.06], [-0.68, -2.70, 1.09], [1.83, -1.87, 1.16], [-1.99, 1.57, -0.43], [0.03, 1.03, -0.94], [0.06, 0.70, -2.15], [-3.03, -6.93, -1.44], [2.84, 6.11, 3.51], [0.80, -0.72, 0.39], [-0.69, 0.35, 1.16]]}

No. 2
{"formula": "I3N3O13Pd2S", "method": "ωB97M-V/def2-TZVPD", "charge": -4, "energy_ev": -73167.9342, "s_squared": 6.025, "spin_multiplicity": 5, "symbols": ["Pd", "Pd", "I", "I", "I", "N", "O", "O", "O", "N", "O", "O", "O", "N", "O", "O", "O", "S", "O", "O", "O", "O"], "coordinates": [[0.01532, 0.83657, -2.30533], [0.26016, -0.79785, 3.23388], [1.62605, 0.43201, -4.21557], [0.04443, -0.47645, -0.05798], [0.31371, -5.46682, -0.64833], [0.19106, 1.98494, 4.04810], [1.19813, 1.73082, 3.37689], [-0.48687, 2.97860, 3.78321], [-0.19392, 1.08190, 4.82075], [2.25958, -2.30886, 3.76017], [2.26064, -1.37221, 2.86692], [3.32456, -2.64015, 4.20761], [1.22166, -2.65157, 4.20136], [0.48792, 3.55860, -1.67754], [0.50237, 4.73332, -1.06540], [1.33911, 2.57079, -1.42060], [-0.76345, 3.11991, -1.98988], [-2.67581, -1.40331, -4.04703], [-2.40006, -2.81659, -4.80899], [-3.81653, -1.46122, -3.15570], [-1.45453, -0.89486, -3.49259], [-3.25351, -0.73756, -5.41394]], "forces_ev_per_a": [[-0.55, 0.12, 0.52], [-0.25, 0.91, -0.50], [0.88, -0.20, -0.90], [-0.01, -0.24, 0.33], [0.04, -0.47, 0.04], [0.03, -0.68, -2.41], [1.03, 0.43, -0.11], [-0.30, 0.71, 1.14], [-1.18, -0.30, 1.55], [3.39, 3.61, -1.98], [-0.12, -0.79, -0.06], [1.90, -1.53, 0.73], [-4.32, -2.17, 1.81], [-4.09, -1.27, 5.40], [1.50, -3.47, -3.13], [-1.51, 3.48, -1.76], [3.75, 1.60, -0.64], [-2.58, -1.74, -4.16], [-0.67, 3.17, 1.43], [0.66, -0.23, 0.15], [0.19, 0.52, -0.24], [2.20, -1.46, 2.75]]}

No. 3
{"formula": "I4Zn", "method": "ωB97M-V/def2-TZVPD", "charge": -2, "energy_ev": -80828.1599, "symbols": ["Zn", "I", "I", "I", "I"], "coordinates": [[-0.04564, -0.00919, -0.03366], [-0.07539, 2.56977, 0.92028], [-0.89173, -1.52411, 1.97798], [2.49577, -0.93484, -0.62817], [-1.48301, -0.10163, -2.23643]], "forces_ev_per_a": [[0.33, 0.13, 0.15], [0.06, -0.24, -0.13], [-0.07, -0.03, -0.04], [-0.26, 0.17, 0.05], [-0.06, -0.03, -0.03]]}

No. 4
{"formula": "IO3P", "method": "ωB97M-V/def2-TZVPD", "charge": -2, "energy_ev": -23534.7879, "smiles": "O=P([O-])([O-])I", "symbols": ["O", "O", "O", "P", "I"], "coordinates": [[-0.45947, 0.78239, 1.33388], [-1.23453, -0.60894, -0.77292], [0.76162, -1.32849, 0.55096], [-0.17356, -0.26116, 0.21557], [1.10594, 1.41620, -1.32750]], "forces_ev_per_a": [[0.14, -1.50, -1.61], [-0.69, 0.10, -0.28], [2.04, -1.68, 0.48], [-2.43, 2.27, 2.30], [0.95, 0.81, -0.89]]}

No. 5
{"formula": "Li2NO3", "method": "ωB97M-V/def2-TZVPD", "charge": 1, "energy_ev": -8034.1146, "symbols": ["Li", "Li", "N", "O", "O", "O"], "coordinates": [[1.60039, 0.53677, 1.50749], [-2.56099, 0.46596, 0.46561], [0.23559, -0.22499, -0.49836], [1.05465, 0.38082, -1.20210], [0.67632, -0.94677, 0.47450], [-1.00597, -0.21179, -0.74713]], "forces_ev_per_a": [[0.13, -0.82, -0.63], [0.60, -0.54, -0.77], [1.15, -0.35, -0.81], [-1.36, -0.33, 1.03], [-0.56, 1.49, 0.34], [0.04, 0.55, 0.84]]}

No. 6
{"formula": "Li3N3O9", "method": "ωB97M-V/def2-TZVPD", "energy_ev": -23499.0258, "symbols": ["Li", "Li", "Li", "N", "O", "O", "O", "N", "O", "O", "O", "N", "O", "O", "O"], "coordinates": [[-1.94943, -1.90135, 0.56358], [-3.38837, 1.01705, 3.46888], [1.18235, 1.54972, 3.13695], [0.09496, -3.05884, -1.69433], [0.50316, -2.46871, -2.72992], [-0.62536, -4.06664, -1.83591], [-0.21912, -2.41751, -0.70255], [2.00323, 2.04633, -1.32657], [2.09270, 1.00041, -0.77332], [2.86052, 2.17268, -2.26951], [1.34161, 3.05042, -0.95171], [-0.96864, 0.75841, 1.24782], [-1.25154, 0.08984, 0.27822], [0.07230, 1.24904, 1.39237], [-1.74838, 0.97915, 2.19599]], "forces_ev_per_a": [[1.54, 0.00, -1.54], [0.97, 0.09, -1.05], [-0.25, 0.02, -1.45], [-5.30, 0.77, -5.18], [1.83, -0.94, 1.71], [1.31, -2.70, -0.26], [0.88, 3.02, 4.81], [4.04, 2.88, -2.86], [-1.84, -3.24, 3.33], [-1.36, 1.21, -0.32], [-0.78, -0.72, 0.33], [-1.44, -1.06, -0.80], [-1.36, -1.11, -0.36], [6.33, 2.25, 0.51], [-4.57, -0.47, 3.12]]}

No. 7
{"formula": "N2O10SSr", "method": "ωB97M-V/def2-TZVPD", "charge": -2, "energy_ev": -35120.8729, "symbols": ["Sr", "N", "O", "O", "O", "N", "O", "O", "O", "S", "O", "O", "O", "O"], "coordinates": [[0.64925, -0.01346, 1.77512], [-0.29026, -0.54215, -1.85187], [-0.47914, 0.40665, -2.60615], [0.16763, -1.66070, -2.17418], [-0.29308, -0.29163, -0.58700], [-1.96911, -2.67007, 2.23687], [-2.53457, -3.63141, 1.72002], [-2.40118, -2.12097, 3.29322], [-0.98578, -2.08723, 1.72082], [1.59480, 2.52045, -0.66646], [1.96492, 2.18403, -2.01968], [2.06637, 1.33038, 0.08412], [2.34620, 3.77928, -0.33226], [0.16396, 2.79683, -0.59258]], "forces_ev_per_a": [[-0.69, 0.44, -3.95], [2.73, 1.16, 1.13], [-0.92, -1.48, -0.28], [-0.98, 0.25, -0.74], [-0.75, -0.33, 1.04], [-1.08, 1.56, 1.24], [0.69, 0.23, 0.19], [-0.22, -0.88, -0.09], [1.28, -0.40, -0.78], [1.23, 3.77, -3.46], [0.28, -0.55, -2.04], [-0.32, -2.18, 4.38], [-0.19, -0.97, 1.52], [-1.07, -0.61, 1.82]]}

No. 8
{"formula": "N2O2", "method": "ωB97M-V/def2-TZVPD", "energy_ev": -7067.7841, "symbols": ["N", "N", "O", "O"], "coordinates": [[-0.72508, -0.70686, -0.00069], [-0.69073, 0.50946, 0.00089], [1.04410, -0.57299, 0.00047], [0.57313, 0.79848, -0.00069]], "forces_ev_per_a": [[3.12, -0.41, 0.01], [0.28, 0.12, -0.01], [-3.55, -0.61, -0.01], [0.16, 0.90, 0.01]]}